C2H2O4 in the gas phase in a non-equilibrium geometry. Source: the OMol25 dataset; level of theory: the ωB97M-V functional and the def2-TZVPD basis.

```
! wB97M-V def2-TZVPD RIJCOSX def2/J DEFGRID3
* xyz 0 1
C 0.00397 0.66508 0.01903
C 0.10649 -0.70445 0.00295
O -0.69228 1.63668 0.57940
O 1.23552 -0.00253 0.41718
H -0.19154 2.42755 0.79430
O -0.32176 -1.92714 0.17931
O -0.01774 0.15968 -1.29780
H -0.12267 -2.25487 -0.69437
*
```

Summary:
Strongest force on any atom in Eh/bohr: 0.0585
HOMO level in eV: -9.29
Electronic energy in hartree: -378.2039
ΔE to the lowest compared entry with this formula, charge and spin in kJ/mol: 552.2
SMILES: O[C@]12O[C@@]1(O)O2
Kohn-Sham gap in Ha: 0.357
LUMO in eV: 0.43

=====

C6H9NO in the gas phase in a non-equilibrium geometry. Source: the OMol25 dataset; level of theory: the ωB97M-V functional and the def2-TZVPD basis.

```
! wB97M-V def2-TZVPD RIJCOSX def2/J DEFGRID3
* xyz 0 1
O -2.39826 0.47396 -0.45294
C 2.02141 -0.43302 -0.21195
C -1.33211 -0.22386 -0.87534
H -0.19584 2.29699 -0.22292
C -1.04299 -0.39686 1.39987
H 2.56719 -0.84217 0.74023
H 2.81422 -0.61006 -0.99862
H -1.72354 0.30103 1.71030
C 0.48190 1.19627 0.05156
N 0.69186 -1.09954 -0.37648
H 0.41718 -2.30611 -0.26259
H -1.29390 -1.43180 1.34118
C -0.31481 -0.12487 0.18124
H -1.30553 -0.55409 -2.11285
C 1.91418 0.93492 0.07593
H -0.24238 -0.08526 2.25595
H 2.94016 1.42112 0.08037
*
```

Summary:
Strongest force on any atom in Eh/bohr: 0.1869
HOMO level in eV: -8.48
Electronic energy in hartree: -363.7693
ΔE to the lowest compared entry with this formula, charge and spin in kJ/mol: 669.4
SMILES: C[C@@]1(C=O)C=CCN1
Kohn-Sham gap in Ha: 0.322
LUMO in eV: 0.29